[1]
C3H4BrNO3 | ωB97M-V with the def2-TZVPD basis set

Output
Highest occupied orbital energy = -10.296 eV
Energy above the lowest of the compared OMol25 structures with the same formula, charge and spin = 170.0 kJ/mol
SMILES string = O=C(O)OBr.CC#N
Calculated total energy = -80848.87531 eV

Element x y z (Å)
O -2.797 -2.825 1.426
C -2.725 -1.666 1.176
O -3.609 -0.734 1.623
O -1.736 -1.138 0.379
Br -0.558 -0.126 1.391
H -4.054 -0.321 0.868
C 2.772 1.091 -1.595
C 2.214 1.221 -0.258
N 1.755 1.325 0.791
H 2.147 1.626 -2.307
H 3.777 1.507 -1.618
H 2.813 0.040 -1.875

Here are the natural (NBO) charges for atoms 1 to 6, given in e: O -0.519; C 0.965; O -0.711; O -0.621; Br 0.378; H 0.501

=====

[2]
C7H6IrN4S2Te4 | ωB97M-V with the def2-TZVPD basis set

Output
Highest occupied orbital energy (spin up / spin down) = -7.576 / -7.442 eV
Energy above the lowest of the compared OMol25 structures with the same formula, charge and spin = 306.2 kJ/mol
2S+1 = 2
Calculated total energy = -66996.61914 eV

Element x y z (Å)
Ir 0.021 -0.340 0.223
Te -1.773 -1.113 2.604
Te 0.286 -1.974 4.093
Te 2.297 -2.648 2.460
Te 1.901 -2.130 -0.076
S 1.799 0.774 -1.439
C 1.243 0.243 -2.970
C 1.976 0.771 -4.048
N 2.622 1.244 -4.871
C 0.218 -0.664 -3.157
S -0.721 -1.382 -1.907
C -0.073 -1.149 -4.444
N -0.308 -1.598 -5.473
C -0.528 3.124 4.150
N 0.458 3.105 3.092
C 1.630 3.942 3.209
C 0.351 2.261 2.128
N 0.238 1.524 1.242
H -0.951 4.128 4.238
H -0.063 2.850 5.100
H -1.319 2.408 3.925
H 1.339 4.993 3.261
H 2.279 3.795 2.347
H 2.186 3.691 4.117

Here are the natural (NBO) charges for atoms 1 to 6, given in e: Ir 0.369; Te -0.305; Te 0.001; Te 0.100; Te 0.357; S -0.007

=====

[3]
C7H17NO3S | ωB97M-V with the def2-TZVPD basis set

Output
Highest occupied orbital energy = -9.626 eV
Energy above the lowest of the compared OMol25 structures with the same formula, charge and spin = 318.2 kJ/mol
Calculated total energy = -25998.52907 eV

Element x y z (Å)
C -2.622 -1.476 1.802
C 1.171 3.015 -0.199
C 0.612 -0.578 -2.467
C -1.485 -0.715 1.212
C 0.918 1.635 0.465
C 0.033 0.443 -1.507
C -0.511 -1.638 0.495
N 0.991 0.481 -0.465
O 1.617 -0.635 1.825
O 0.127 -2.623 1.325
O 2.007 -1.854 -0.421
S 1.137 -1.390 0.693
H -3.297 -0.835 2.180
H -3.193 -2.154 1.081
H -2.388 -2.167 2.681
H 0.519 3.189 -1.072
H 0.997 3.764 0.557
H 2.203 2.874 -0.503
H 1.522 -0.190 -2.816
H 0.775 -1.476 -1.864
H -0.021 -0.700 -3.234
H -1.793 0.210 0.605
H -0.885 -0.187 1.981
H -0.042 1.591 0.992
H 1.666 1.416 1.318
H -1.040 0.247 -1.360
H -0.062 1.418 -2.037
H -0.877 -2.019 -0.373
H 1.921 0.352 -0.893

Here are the natural (NBO) charges for atoms 1 to 6, given in e: C -0.610; C -0.630; C -0.615; C -0.446; C -0.224; C -0.229

=====

[4]
C13H18NO7P | ωB97M-V with the def2-TZVPD basis set

Output
Highest occupied orbital energy = -9.464 eV
SMILES string = CO[P@@](=O)(CC[C@H](N)C(=O)O)Oc1cccc(CC(=O)O)c1
Calculated total energy = -38888.47650 eV

Element x y z (Å)
C -3.521 -2.461 1.478
O -3.254 -1.579 0.398
P -1.818 -0.971 0.098
O -1.810 -0.314 -1.214
C -1.349 0.129 1.508
C -1.551 1.583 1.099
C -0.476 2.066 0.104
N 0.588 2.780 0.807
C -1.148 2.957 -0.959
O -0.986 4.148 -0.963
O -1.917 2.329 -1.829
O -0.878 -2.284 0.184
C 0.404 -2.122 -0.333
C 0.650 -2.352 -1.676
C 1.921 -2.120 -2.175
C 2.918 -1.610 -1.360
C 2.669 -1.380 -0.015
C 3.645 -0.646 0.865
C 3.042 0.753 0.912
O 3.319 1.629 0.135
O 2.102 0.864 1.837
C 1.413 -1.676 0.501
H -4.458 -2.961 1.238
H -3.635 -1.907 2.412
H -2.727 -3.199 1.584
H -0.312 -0.033 1.792
H -1.979 -0.116 2.364
H -2.544 1.690 0.655
H -1.509 2.224 1.982
H -0.025 1.206 -0.404
H 0.217 3.659 1.161
H 1.320 3.027 0.143
H -1.932 1.350 -1.703
H -0.155 -2.684 -2.312
H 2.121 -2.299 -3.220
H 3.885 -1.373 -1.774
H 3.679 -1.068 1.868
H 4.637 -0.609 0.421
H 1.554 1.701 1.670
H 1.215 -1.523 1.551

Here are the natural (NBO) charges for atoms 1 to 6, given in e: C -0.254; O -0.804; P 2.406; O -1.123; C -0.806; C -0.408

=====

[5]
C5H9N | ωB97M-V with the def2-TZVPD basis set

Output
Highest occupied orbital energy = -10.534 eV
Energy above the lowest of the compared OMol25 structures with the same formula, charge and spin = 112.8 kJ/mol
SMILES string = CCCCC#N
Calculated total energy = -6819.82609 eV

Element x y z (Å)
C 0.798 1.886 0.259
C 0.478 0.476 0.739
C 0.160 -0.409 -0.455
C -0.462 -1.804 -0.060
C -1.728 -1.437 -0.690
N -2.540 -0.834 -1.257
H -0.055 2.298 -0.294
H 1.021 2.556 1.093
H 1.662 1.881 -0.416
H -0.406 0.502 1.396
H 1.304 0.073 1.342
H -0.694 0.052 -1.027
H 0.990 -0.559 -1.152
H -0.547 -1.990 1.025
H 0.017 -2.692 -0.503

Here are the natural (NBO) charges for atoms 1 to 6, given in e: C -0.602; C -0.399; C -0.390; C -0.511; C 0.288; N -0.361

=====

[6]
C6H6BBrO2 | ωB97M-V with the def2-TZVPD basis set

Output
Highest occupied orbital energy = -9.366 eV
Energy above the lowest of the compared OMol25 structures with the same formula, charge and spin = 49.7 kJ/mol
SMILES string = OB(O)c1ccc(Br)cc1
Calculated total energy = -81135.60195 eV

Element x y z (Å)
O -2.389 -0.856 1.804
B -1.014 -0.656 1.652
O -0.220 -0.688 2.843
C -0.296 -0.260 0.293
C 1.047 -0.567 0.058
C 1.682 -0.113 -1.071
C 0.952 0.678 -1.975
Br 1.829 1.168 -3.623
C -0.340 0.983 -1.700
C -0.893 0.655 -0.479
H -2.704 -1.178 2.644
H 0.702 -0.299 2.677
H 1.597 -1.273 0.716
H 2.677 -0.506 -1.347
H -0.850 1.735 -2.375
H -1.780 1.178 -0.116

Here are the natural (NBO) charges for atoms 1 to 6, given in e: O -0.897; B 1.133; O -0.908; C -0.403; C -0.182; C -0.249

=====

[7]
C15H22IrN5 | ωB97M-V with the def2-TZVPD basis set

Output
Highest occupied orbital energy (spin up / spin down) = -9.690 / -12.326 eV
Energy above the lowest of the compared OMol25 structures with the same formula, charge and spin = 60.2 kJ/mol
Net charge = +1
2S+1 = 6
Calculated total energy = -26183.72553 eV

Element x y z (Å)
C -0.798 1.353 -3.613
C -0.212 2.614 -3.050
C 0.061 0.304 -4.060
C -2.146 1.016 -3.014
H -0.350 -0.247 -4.909
H 0.198 -0.493 -3.327
H 1.076 0.617 -4.302
H -0.588 3.505 -3.548
H 0.889 2.658 -3.029
H -0.592 2.780 -2.016
H -2.989 1.328 -3.600
H -2.279 1.574 -2.066
H -2.281 -0.049 -2.786
C 2.311 -0.365 0.662
C 2.467 -0.443 -0.772
C 2.388 0.909 -1.288
H 2.887 -1.291 -1.324
C 1.810 1.694 -0.301
C 1.703 0.933 0.918
H 1.520 1.357 1.895
H 2.441 -1.160 1.407
H 2.752 1.240 -2.268
H 1.550 2.729 -0.393
C -1.387 -1.237 1.161
C -0.731 -2.483 1.006
C -0.387 -2.673 -0.351
H -0.488 -3.158 1.814
C -0.987 -1.631 -1.124
C -1.655 -0.699 -0.155
H -2.216 0.200 -0.422
H -1.862 -0.868 2.043
H 0.080 -3.533 -0.778
H -1.063 -1.562 -2.207
Ir 0.391 -0.524 0.100
N -1.429 -1.487 5.533
N -0.569 -0.552 4.957
N 0.723 -0.563 5.378
C 1.286 0.137 4.375
N 0.436 0.518 3.412
N -0.758 -0.014 3.751
H -2.395 -1.197 5.393
H -1.158 -1.599 6.505
H 2.350 0.365 4.392

Here are the natural (NBO) charges for atoms 1 to 6, given in e: C 0.101; C -0.665; C -0.670; C -0.662; H 0.233; H 0.188

=====

[8]
C7H15N2S | ωB97M-V with the def2-TZVPD basis set

Output
Highest occupied orbital energy = -13.048 eV
Energy above the lowest of the compared OMol25 structures with the same formula, charge and spin = 253.2 kJ/mol
Net charge = +1
Calculated total energy = -21309.41428 eV

Element x y z (Å)
C 0.392 0.281 -0.189
C 0.894 -1.087 -0.345
C 2.345 -1.214 -0.479
C 3.100 -0.248 0.403
C 2.704 1.123 -0.069
C -3.443 0.673 -0.972
C -3.061 -0.285 1.448
N -0.990 0.699 -0.128
N 1.247 1.236 -0.037
S -2.254 -0.392 -0.187
H 0.392 -1.791 0.344
H 0.281 -1.592 -1.187
H 2.701 -2.265 -0.291
H 2.758 -1.002 -1.595
H 2.692 -0.467 1.393
H 4.260 -0.386 0.282
H 3.026 1.962 0.547
H 3.007 1.339 -1.109
H -3.727 0.037 -1.863
H -3.023 1.719 -0.989
H -4.443 0.543 -0.442
H -3.772 -1.061 1.403
H -3.599 0.712 1.653
H -2.317 -0.684 2.067
H 0.829 2.149 0.342

Here are the natural (NBO) charges for atoms 1 to 6, given in e: C 0.553; C -0.544; C -0.413; C -0.418; C -0.221; C -0.805

=====

[9]
C7H10 | ωB97M-V with the def2-TZVPD basis set

Output
Highest occupied orbital energy (spin up / spin down) = -8.419 / -7.630 eV
Energy above the lowest of the compared OMol25 structures with the same formula, charge and spin = 513.8 kJ/mol
Calculated total energy = -7415.70927 eV

Element x y z (Å)
C -2.634 -0.257 -0.609
C -1.992 0.723 0.094
C 0.647 0.845 0.654
C 0.238 -0.607 0.882
C -0.767 0.441 0.675
C 1.318 1.293 -0.624
C 0.503 -1.683 -0.147
H -2.590 -1.281 -0.242
H -2.236 1.766 -0.081
H 1.004 1.381 1.530
H 0.342 -0.970 1.902
H 0.816 0.878 -1.495
H 2.359 0.973 -0.635
H 1.290 2.378 -0.702
H 1.532 -2.036 -0.066
H 0.335 -1.310 -1.151
H -0.163 -2.531 0.014

Here are the natural (NBO) charges for atoms 1 to 6, given in e: C -0.104; C -0.385; C -0.264; C -0.267; C 0.146; C -0.609

=====

[10]
C5H13N2O4S | ωB97M-V with the def2-TZVPD basis set

Output
Highest occupied orbital energy (spin up / spin down) = 0.326 / -3.720 eV
Net charge = -1
2S+1 = 3
Calculated total energy = -27394.96716 eV

Element x y z (Å)
C -2.300 -1.621 0.656
C 1.904 1.637 -0.617
C 0.410 0.912 -2.289
C -1.642 -1.864 1.995
C 0.748 -0.508 1.151
N 0.179 0.027 -0.025
N 1.109 0.506 -1.053
O 2.547 0.911 2.715
O 0.573 -0.059 3.673
O 0.293 1.820 2.062
O -2.105 -1.216 2.919
S 1.187 0.682 2.309
H -3.016 -2.471 0.433
H -1.476 -1.734 -0.090
H -2.857 -0.710 0.671
H 1.653 2.569 -1.305
H 1.747 1.887 0.393
H 3.073 1.439 -0.684
H -0.510 1.273 -1.899
H 0.987 1.526 -2.984
H 0.084 -0.012 -2.763
H -0.884 -2.769 2.276
H 1.408 -1.421 0.908
H -0.578 0.744 0.136
H -0.279 -0.359 3.439

Here are the natural (NBO) charges for atoms 1 to 6, given in e: C -0.709; C -0.431; C -0.428; C 0.019; C -0.230; N -0.477